81
Properties=species:S:1:pos:R:3 method="wB97M-V/def2-TZVPD" charge=+4 s2=6.075 max_force_ev_per_a=4.26 gap_ev="5.5 / 3.4" lumo_ev="-12.6 / -14.6" multiplicity=5 de_lowest_kcal_mol=25.8
C 3.97187 0.99724 -4.86079
C 4.48413 0.81414 -3.56766
C 5.06657 1.89968 -2.89099
C 4.97025 3.16345 -3.49006
N 4.42237 3.33805 -4.69543
C 3.93059 2.29819 -5.36854
C 4.34031 -0.45418 -2.92734
C 3.89078 -1.39066 -2.27887
C 2.98233 -2.21157 -1.54874
C 1.90605 -2.82718 -2.22064
C 0.67022 -2.89638 -1.56165
C 0.61084 -2.30205 -0.31261
C 1.71662 -2.03138 0.49095
C 2.96490 -2.09490 -0.14617
Pd -1.16646 -1.58646 0.49617
P -0.57662 0.52613 -0.24763
H 5.52129 1.77727 -1.91095
H 3.59275 0.15699 -5.44262
H 5.33724 4.04791 -2.96060
H 3.48645 2.48271 -6.35036
H 3.89483 -1.99678 0.39868
H 2.03324 -3.13213 -3.25860
H 1.55296 -1.82316 1.53741
H -0.24018 -3.30761 -1.98165
C -1.79530 1.78293 0.31963
C -1.48635 3.24844 -0.02007
H -1.85749 1.65467 1.41556
H -2.78876 1.50260 -0.06756
H -2.31213 3.87641 0.34401
H -0.56868 3.59879 0.46952
H -1.40794 3.41353 -1.10279
C 1.09207 1.21788 0.05094
C 1.52536 2.26809 -0.96488
H 1.78842 0.37107 0.03212
H 1.12417 1.60032 1.08517
H 2.47888 2.71008 -0.65629
H 1.67718 1.82572 -1.95564
H 0.80438 3.08473 -1.05913
C -0.57886 0.23101 -2.05570
C -1.11585 1.40127 -2.86536
H -1.16401 -0.67997 -2.24801
H 0.45227 -0.02574 -2.33968
H -1.20090 1.08030 -3.91145
H -2.11321 1.70244 -2.52121
H -0.44224 2.26743 -2.82922
Br -2.29298 -1.34988 2.75846
P 0.33550 0.72186 3.74846
C 0.58268 2.53575 3.67212
C 0.36125 3.21664 5.01426
H -0.16178 2.87910 2.92835
H 1.57809 2.75578 3.25131
H 0.42123 4.30285 4.88546
H -0.62692 2.98302 5.42237
H 1.12456 2.91862 5.74222
C -0.56385 0.24282 5.28102
C 0.21909 -0.30713 6.46329
H -1.26226 -0.53556 4.91977
H -1.17625 1.09895 5.59551
H -0.51405 -0.63298 7.21310
H 0.83701 -1.17360 6.19570
H 0.85212 0.46052 6.92758
C 1.99920 -0.04756 3.82027
C 2.98564 0.70118 4.70509
H 2.37015 -0.09222 2.78046
H 1.87032 -1.08750 4.16086
H 3.96248 0.20653 4.65952
H 3.12058 1.73679 4.37948
H 2.67538 0.70825 5.75553
N -6.73037 -2.98693 -1.19766
C -5.58124 -2.31136 -0.98653
C -5.48625 -1.36390 0.06224
C -4.26062 -0.72203 0.21092
N -3.14677 -1.31789 -0.29083
C -3.21871 -2.20999 -1.28402
C -4.44978 -2.57671 -1.78985
H -7.51395 -2.89185 -0.56592
H -6.80893 -3.60925 -1.99003
H -6.31275 -1.18795 0.73706
H -4.14281 0.21701 0.75742
H -2.25542 -2.62576 -1.62136
H -4.52345 -3.19101 -2.68506

***

79
Properties=species:S:1:pos:R:3 method="wB97M-V/def2-TZVPD" charge=-2 s2=6.032 max_force_ev_per_a=6.18 gap_ev="1.6 / 6.2" lumo_ev="4.3 / 4.3" multiplicity=5
Os 0.05974 0.50019 0.86437
Cl -2.08128 -0.05527 0.91774
C 1.45141 1.09045 -0.53899
C 1.39371 0.55377 -1.83723
C 2.27124 1.02707 -2.82539
C 3.18187 2.05633 -2.52341
C 3.20026 2.62193 -1.24182
C 2.35498 2.11856 -0.24906
H 0.65262 -0.21802 -2.02960
H 2.23564 0.60214 -3.83625
H 3.87253 3.45171 -0.98727
H 2.38717 2.52319 0.76433
C 4.08841 2.55817 -3.59019
H 4.88676 3.15869 -3.15541
H 3.53708 3.16573 -4.31339
H 4.51807 1.70597 -4.12720
C -4.27780 -2.61064 -3.29251
N -3.69347 -1.67023 -2.46272
H -3.40759 -4.44541 -4.12153
N -2.19122 -3.15283 -2.88617
H -5.31106 -2.53577 -3.58683
C -4.45465 -0.51508 -1.84705
C -5.86792 -0.43467 -2.38010
C -4.60742 -0.82127 -0.37423
H -6.45982 -1.32411 -2.12500
H -6.34984 0.41149 -1.87564
H -5.92065 -0.24416 -3.45853
H -4.07479 1.60616 -1.68434
H -3.86857 0.90913 -3.30034
H -3.63029 -1.00753 0.07974
C -3.68669 0.73902 -2.22755
H -5.21126 -1.72370 -0.22975
H -5.08140 0.01897 0.13591
H -2.61614 0.67127 -2.06180
C -3.34207 -3.54931 -3.53672
C -0.97668 -4.77873 -1.50538
H -1.89622 -5.35800 -1.37699
H -0.13232 -5.47634 -1.49387
C -0.97115 -3.99292 -2.81034
H 1.14112 -3.64652 -2.73906
C -0.94482 -4.94940 -3.99454
H -1.02371 -4.42721 -4.96070
H -0.86995 -4.10570 -0.64614
H 0.16285 -2.34523 -2.00992
H -1.73216 -5.71768 -3.94293
H 0.01998 -5.48670 -3.98892
C 0.21938 -3.05992 -2.83776
H 0.25472 -2.51556 -3.78460
C -2.40136 -1.98706 -2.21525
C -0.64681 2.35497 1.54764
C 0.12987 3.41439 2.34608
C -0.81199 4.17148 3.29350
C 1.33779 2.88816 3.08378
C 2.14637 3.80806 3.73832
C 3.23107 3.40139 4.51025
C 3.52462 2.03143 4.68181
C 2.75857 1.08706 4.04198
C 3.04935 -0.42346 4.19142
C 4.40475 -0.82738 3.61601
C 2.92082 -0.87949 5.64655
C 1.71843 1.50938 3.11918
N 1.27133 0.60788 2.22376
H -0.70241 1.39884 2.19996
H -0.11270 2.23695 0.52905
H -1.68592 2.62452 1.31571
H 0.48902 4.14642 1.60805
H -1.20331 3.48326 4.04916
H -0.28405 4.98151 3.80268
H -1.66642 4.62148 2.76731
H 1.90482 4.87134 3.62695
H 3.86910 4.14707 4.97042
H 4.37168 1.70228 5.30183
H 2.27591 -0.92478 3.59298
H 5.20904 -0.35215 4.17835
H 4.51433 -1.91283 3.69858
H 4.49497 -0.52687 2.56846
H 1.97774 -0.53550 6.07400
H 2.96547 -1.97153 5.69120
H 3.74133 -0.46886 6.23537

***

108
Properties=species:S:1:pos:R:3 method="wB97M-V/def2-TZVPD" smiles="CCOC(=O)C(F)(F)F.CCOC(=O)C(F)(F)F.CCOC(=O)C(F)(F)F.CCOC(=O)C(F)(F)F.CCOC(=O)C(F)(F)F.CCOC(=O)C(F)(F)F.CN(C)C=O.CN(C)C=O" charge=0 max_force_ev_per_a=2.80 gap_ev=9.7 lumo_ev=0.3
C 4.00902 0.94475 -3.20329
C 5.45998 1.20583 -3.53029
O 5.75964 2.60276 -3.26754
C 6.65296 3.21985 -4.00676
O 7.18265 2.75822 -4.97607
C 7.06661 4.59215 -3.44791
F 6.42747 4.94157 -2.33252
F 8.36144 4.59362 -3.20897
F 6.73512 5.50887 -4.38182
H 3.30206 1.55378 -3.76379
H 3.77797 1.19316 -2.16485
H 3.84947 -0.12693 -3.31725
H 5.73557 0.91503 -4.53842
H 6.10283 0.72245 -2.79698
C -0.14157 -4.10548 3.65747
C -0.72412 -5.29803 2.91880
O -1.45664 -4.91135 1.76966
C -2.65537 -4.40051 1.93460
O -3.10884 -4.11333 2.99350
C -3.39166 -4.21570 0.60401
F -4.11387 -3.08866 0.59516
F -2.53093 -4.20823 -0.41275
F -4.24129 -5.25945 0.45362
H -0.80249 -3.24066 3.74540
H 0.72827 -3.66840 3.16836
H 0.04614 -4.39798 4.69087
H -1.28042 -5.95894 3.58571
H 0.08566 -5.94433 2.58095
C -0.99319 0.79219 -3.74539
C 0.12046 1.76760 -4.15646
O 0.03365 3.09821 -3.71685
C 0.46992 3.41776 -2.52802
O 0.86561 2.63745 -1.71645
C 0.22509 4.92094 -2.21869
F -0.56087 5.47231 -3.13606
F -0.27668 5.09182 -1.02080
F 1.41789 5.53141 -2.29648
H -1.85247 1.05176 -4.36264
H -1.29842 0.76799 -2.70010
H -0.65059 -0.21776 -3.96240
H 0.10098 1.63847 -5.23663
H 1.08686 1.35742 -3.85604
C 3.64670 -3.31517 3.44139
C 3.32844 -1.94215 3.96010
O 4.53614 -1.33200 4.45417
C 4.32723 -0.19741 5.06865
O 3.27558 0.24418 5.38163
C 5.61726 0.61329 5.33107
F 5.65343 0.99735 6.61723
F 6.69266 -0.14230 5.10849
F 5.63344 1.72545 4.59977
H 3.65627 -4.05475 4.24431
H 4.62734 -3.34234 2.96393
H 2.94545 -3.69435 2.70016
H 2.61983 -1.96790 4.78968
H 2.87437 -1.31255 3.19240
C -4.29424 0.42411 1.41043
C -4.61732 1.54330 2.38587
O -5.48422 2.44690 1.68729
C -6.09860 3.35480 2.42172
O -5.96012 3.48105 3.58806
C -7.00405 4.24708 1.55269
F -6.98788 5.51458 1.97063
F -6.63828 4.19883 0.28336
F -8.27721 3.82766 1.68868
H -3.70764 -0.33163 1.93576
H -3.68587 0.78593 0.57681
H -5.12229 -0.07216 0.90477
H -3.69330 2.00270 2.73463
H -5.13628 1.15433 3.26218
C -7.16848 -2.94411 -3.16805
C -6.04657 -2.65764 -2.17650
O -4.88502 -3.43368 -2.52590
C -3.82442 -2.74276 -2.88699
O -3.62526 -1.58057 -2.84006
C -2.73993 -3.65403 -3.50848
F -2.95310 -4.93282 -3.24664
F -2.61143 -3.47380 -4.80273
F -1.56439 -3.36633 -2.93969
H -6.82829 -2.69459 -4.17398
H -8.04674 -2.35531 -2.90782
H -7.47205 -3.99116 -3.21465
H -6.33546 -2.81006 -1.13980
H -5.82459 -1.59938 -2.31031
C 2.71205 3.56977 0.90382
N 1.99061 2.66570 1.78606
C 2.87760 1.92044 2.67220
C 0.67439 2.45374 1.61446
O 0.06588 1.64823 2.30482
H 2.01715 3.95835 0.16057
H 3.49748 3.02998 0.36019
H 3.27159 4.38381 1.37098
H 3.28774 0.99452 2.26347
H 3.72488 2.57750 2.86474
H 2.35275 1.78061 3.61493
H 0.23521 3.08298 0.83192
C -0.67281 -0.57979 0.00709
N 0.56718 -1.24714 -0.36749
C 0.88194 -1.18954 -1.77331
C 1.28165 -1.87416 0.58472
O 2.30706 -2.51399 0.37879
H -0.63003 0.47757 -0.28545
H -0.92239 -0.43883 1.05746
H -1.48469 -1.08990 -0.52139
H 1.89105 -1.50766 -2.01699
H 0.25311 -1.89686 -2.32429
H 0.64504 -0.21766 -2.18674
H 0.85055 -1.74985 1.58925

***

- Look up the charge of the third one.
  0

***

- Among the records above, which one has the highest charge?
  C30H44BrN3P2Pd

***

- The lowest charge belongs to which entry?
  C30H44ClN3Os